# 1
Here is an isolated molecule of C6H10O from the Open Molecules 2025 dataset. Energies are from ωB97M-V/def2-TZVPD.

Computed properties:
Relative energy (zero: lowest compared OMol25 entry of this formula, charge and spin), kJ/mol: 127.19
Kohn-Sham gap, eV: 10.50
E_tot, eV: -8429.922
Structure (SMILES): C[C@H]1C[C@@]2(O)C[C@@H]12
Net charge: 0
Multiplicity: 1

```
17
C6H10O, DFT ωB97M-V/def2-TZVPD
C 2.05404 0.51274 -0.18698
C 0.88005 -0.45434 -0.22509
C -0.01283 -0.72292 1.03454
C -1.24001 -0.36956 0.19281
O -2.42495 -1.08786 0.19036
C -1.14531 1.03373 -0.31104
C -0.37746 -0.06760 -1.00461
H 2.72290 0.28944 0.65079
H 1.72792 1.55422 -0.09447
H 2.65079 0.43381 -1.10867
H 1.24389 -1.42238 -0.58427
H 0.16086 -0.10795 1.92674
H -0.00557 -1.77928 1.32168
H -3.01069 -0.69833 0.85198
H -2.02394 1.36259 -0.86105
H -0.64242 1.81675 0.25778
H -0.55727 -0.29306 -2.05050
```

# 2
Here is a cluster of 2 separate species, C4H12 in total at a distorted geometry from the Open Molecules 2025 dataset. Energies are from ωB97M-V/def2-TZVPD.

Computed properties:
Relative energy (zero: lowest compared OMol25 entry of this formula, charge and spin), kJ/mol: 20.52
Kohn-Sham gap, eV: 12.68
E_tot, eV: -4342.316
Structure (SMILES): CC.CC
Net charge: 0
Multiplicity: 1

```
16
C4H12, DFT ωB97M-V/def2-TZVPD
C -0.58339 0.20262 -1.68629
C -1.96977 -0.39548 -1.48028
H -0.24909 0.78325 -0.83028
H 0.17733 -0.53600 -1.92300
H -0.61379 0.97589 -2.45001
H -2.72640 0.39703 -1.41164
H -2.01661 -0.99604 -0.57531
H -2.25894 -1.00384 -2.32819
C 1.04591 0.69127 1.96282
C 1.47454 -0.57512 1.22987
H 0.35831 1.31545 1.39492
H 0.53990 0.41701 2.89079
H 1.91024 1.29358 2.25631
H 1.90190 -1.29159 1.92655
H 2.27551 -0.35815 0.51564
H 0.73434 -0.91989 0.50808
```

# 3
Here is an isolated molecule of C3H5IN2O at a distorted geometry from the Open Molecules 2025 dataset. Energies are from ωB97M-V/def2-TZVPD.

Computed properties:
Relative energy (zero: lowest compared OMol25 entry of this formula, charge and spin), kJ/mol: 279.42
Kohn-Sham gap, eV: 7.76
E_tot, eV: -16316.332
Net charge: 0
Multiplicity: 1

```
12
C3H5IN2O, DFT ωB97M-V/def2-TZVPD
C -0.76059 -1.45256 0.16876
C -1.31884 -0.06439 0.07879
C 0.87376 -0.28733 -0.72028
N -0.29263 0.54444 -0.46253
N -0.11710 1.92576 -0.26093
O 0.38469 -1.60278 -0.54009
I 0.14012 -0.76679 2.49465
H -1.36351 -2.29695 0.42161
H 1.10616 -0.28915 -1.81154
H 1.77035 0.08713 -0.11101
H 0.61871 2.05113 0.45573
H -1.04113 2.15149 0.28684
```

# 4
Here is an isolated molecule of C12H12N2O3 at a distorted geometry from the Open Molecules 2025 dataset. Energies are from ωB97M-V/def2-TZVPD.

Computed properties:
Relative energy (zero: lowest compared OMol25 entry of this formula, charge and spin), kJ/mol: 530.98
Kohn-Sham gap, eV: 6.75
E_tot, eV: -21757.455
Net charge: 0
Multiplicity: 1

```
29
C12H12N2O3, DFT ωB97M-V/def2-TZVPD
O -3.76357 -1.30813 -0.83940
O -0.64532 -2.53943 0.32656
O 0.13635 2.39614 -1.21912
C -2.64038 -1.55788 -1.22583
C -1.51195 -0.74471 -0.77619
C -1.29655 0.60087 -1.18292
C 1.28256 -1.12193 1.70681
C 2.26449 -0.30268 2.34095
C 1.70653 1.47426 0.84978
C 0.67474 0.71248 0.24016
C 0.45175 -0.59144 0.71328
C 2.47470 0.99588 1.88154
N -0.14547 1.26062 -0.74420
N -0.56502 -1.34567 0.08193
C -2.38030 -2.74541 -2.17247
C -2.25109 1.32999 -2.11240
C 3.52349 1.89391 2.53446
H 1.13807 -2.12772 2.05033
H 2.84227 -0.69512 3.16578
H 1.82083 2.50846 0.50945
H -2.73646 -3.62468 -1.61205
H -2.93791 -2.58166 -3.12004
H -1.32346 -2.78028 -2.43608
H -1.74057 1.46161 -3.08782
H -3.18354 0.76932 -2.29154
H -2.55616 2.26271 -1.69653
H 3.24343 2.11123 3.53842
H 3.60202 2.85508 2.01672
H 4.51654 1.43420 2.56042
```

# 5
Here is a structure of composition C4H11IrO2 at a distorted geometry from the Open Molecules 2025 dataset. Energies are from ωB97M-V/def2-TZVPD.

Computed properties:
Kohn-Sham gap (alpha / beta), eV: 8.06 / 5.38
E_tot, eV: -11244.163
Net charge: +1
Expectation value of S²: 8.756
Multiplicity: 6

```
18
C4H11IrO2, DFT ωB97M-V/def2-TZVPD
H 1.49159 0.01472 -0.18426
O -1.16037 -0.14390 2.94097
C -1.59481 -1.47971 2.80542
H -1.12787 -2.14361 3.55169
H -2.68306 -1.49280 2.94794
H -1.39290 -1.86782 1.79305
C 2.03335 0.49580 -2.76259
O 0.77908 0.44775 -2.12317
C 0.78348 0.72780 -0.69591
C -0.62726 0.52717 -0.19132
Ir -1.17601 0.06833 -2.24604
H 1.91197 0.06060 -3.76081
H 2.37933 1.53731 -2.85178
H 2.77720 -0.08312 -2.19305
H -1.00756 1.45166 0.26846
H 1.18941 1.74395 -0.56369
H -1.92924 0.46321 2.76199
H -0.64634 -0.32737 0.50311
```

# 6
Here is a structure of composition C18H12F4N4PdS3Se3Te from the Open Molecules 2025 dataset. Energies are from ωB97M-V/def2-TZVPD.

Computed properties:
Relative energy (zero: lowest compared OMol25 entry of this formula, charge and spin), kJ/mol: 42.83
Kohn-Sham gap, eV: 5.08
E_tot, eV: -275011.270
Net charge: -2
Multiplicity: 1

```
46
C18H12F4N4PdS3Se3Te, DFT ωB97M-V/def2-TZVPD
Pd 2.21544 -0.20384 0.64194
C -0.08020 -2.41497 3.11095
C -0.98562 -1.81111 2.04299
S -0.34021 -0.48794 0.97019
C -1.16973 0.98323 1.62079
C -0.79617 1.47304 3.00482
S 0.93898 1.98321 3.14977
C 1.54684 0.96910 4.52000
C 1.69316 -0.52851 4.25401
S 0.17214 -1.46829 4.62726
H 0.88908 -2.66675 2.68793
H -0.54258 -3.34512 3.44839
H -1.89240 -1.40761 2.49417
H -1.27952 -2.60353 1.35344
H -2.23764 0.75416 1.59457
H -0.99723 1.75388 0.88285
H -0.98566 0.69832 3.74670
H -1.42926 2.33183 3.23385
H 0.93342 1.16056 5.40259
H 2.53841 1.38459 4.70900
H 2.49728 -0.94341 4.85992
H 1.95415 -0.70324 3.21038
Se 4.44460 0.32267 1.37494
Se 5.77021 -1.58914 1.27477
Te 4.13895 -3.13177 2.40987
Se 2.43325 -2.61907 0.65199
F -1.91761 3.10214 -3.19207
C -1.41105 1.85908 -3.34356
C -1.95842 1.09149 -4.35386
F -2.95085 1.65953 -5.07076
C -1.54005 -0.20782 -4.66233
C -0.50456 -0.63537 -3.82249
C 0.03450 0.13559 -2.81028
F 1.02476 -0.41684 -2.06824
C -0.38720 1.41814 -2.51055
C 0.17439 2.20585 -1.40051
C 1.35280 1.91198 -0.76263
N 2.35449 1.77796 -0.14557
C -0.46642 3.36125 -0.86195
N -0.94193 4.28636 -0.35446
F 0.02296 -1.86480 -3.98251
C -2.10915 -1.01411 -5.72623
C -1.70244 -2.34790 -5.99778
N -1.42157 -3.43835 -6.27062
C -3.12762 -0.54583 -6.59707
N -3.95472 -0.22865 -7.34461
```

# 7
Here is a cluster of 2 separate species, CH3ClFN in total at a distorted geometry from the Open Molecules 2025 dataset. Energies are from ωB97M-V/def2-TZVPD.

Computed properties:
Relative energy (zero: lowest compared OMol25 entry of this formula, charge and spin), kJ/mol: 375.20
Kohn-Sham gap (alpha / beta), eV: 10.92 / 7.19
E_tot, eV: -17810.208
Net charge: 0
Multiplicity: 1

```
7
CH3ClFN, DFT ωB97M-V/def2-TZVPD
C 1.58800 -0.47121 -0.20674
N -1.72056 0.17456 0.56171
F 2.40309 -1.15844 0.58879
Cl -2.95864 -0.73725 0.01532
H 0.87383 0.08544 0.21282
H 1.39501 -1.05520 -1.18345
H -1.76816 1.13856 0.82417
```

# 8
Here is a structure of composition C4H2F4N2O3S at a distorted geometry from the Open Molecules 2025 dataset. Energies are from ωB97M-V/def2-TZVPD.

Computed properties:
Relative energy (zero: lowest compared OMol25 entry of this formula, charge and spin), kJ/mol: 0.00
Kohn-Sham gap, eV: 11.54
E_tot, eV: -35005.254
Net charge: 0
Multiplicity: 1

```
16
C4H2F4N2O3S, DFT ωB97M-V/def2-TZVPD
C -0.10222 -1.63634 -1.03761
C -0.31141 -0.12009 2.08195
C 0.17864 -2.77296 -2.04574
C 0.96522 -2.16045 -3.21075
N 0.65636 0.57861 2.09780
N 0.43129 -0.50071 -1.19582
O -0.90660 -1.91558 -0.04537
O 1.07075 0.53664 -3.35269
O 2.83593 -0.54565 -1.96584
F 0.80912 -3.77090 -1.49736
F -1.00808 -3.34078 -2.47899
F 0.28101 -1.99074 -4.33403
F 2.09311 -2.86702 -3.51191
S 1.51499 -0.51242 -2.46478
H -1.35034 -1.20982 0.56794
H 1.35629 1.23821 1.97231
```

# 9
Here is a cluster of 2 separate species, C3H11N2 in total at a distorted geometry from the Open Molecules 2025 dataset. Energies are from ωB97M-V/def2-TZVPD.

Computed properties:
Relative energy (zero: lowest compared OMol25 entry of this formula, charge and spin), kJ/mol: 584.78
Kohn-Sham gap, eV: 5.39
E_tot, eV: -6257.521
Net charge: +1
Multiplicity: 1

```
16
C3H11N2, DFT ωB97M-V/def2-TZVPD
C 1.53175 -1.09751 0.11494
C -1.26289 -0.61512 -0.08549
C -1.65098 0.70457 0.56561
N -1.06116 1.66812 -0.33227
N 2.42891 -0.09285 -0.45723
H 1.07002 -1.68199 -0.63217
H 2.04388 -1.72393 0.84106
H -1.54968 -1.44112 0.54451
H -1.39123 -0.58114 -1.13400
H -2.72049 0.91880 0.75692
H -1.18810 0.86975 1.55159
H -1.74193 1.96535 -0.97074
H -0.54195 0.95206 -0.84169
H 1.97564 0.79311 -0.45901
H 3.39008 -0.03964 -0.13343
H 0.66813 -0.59847 0.67141
```

# 10
Here is an isolated molecule of C6H7NO2Si at a distorted geometry from the Open Molecules 2025 dataset. Energies are from ωB97M-V/def2-TZVPD.

Computed properties:
Relative energy (zero: lowest compared OMol25 entry of this formula, charge and spin), kJ/mol: 105.19
Kohn-Sham gap, eV: 10.00
E_tot, eV: -19794.029
Structure (SMILES): O=[N+]([O-])[SiH2]c1ccccc1
Net charge: 0
Multiplicity: 1

```
17
C6H7NO2Si, DFT ωB97M-V/def2-TZVPD
O 3.08251 -0.14634 1.34968
N 2.90585 -0.17753 0.12052
O 3.36971 -0.99082 -0.61984
Si 1.71133 1.29093 -0.18016
C 0.13967 0.36256 -0.07311
C -0.09156 -0.97887 -0.39508
C -1.31967 -1.58813 -0.22959
C -2.40368 -0.88682 0.32799
C -2.31141 0.42370 0.48814
C -1.08393 1.06941 0.34310
H 2.35131 2.29654 1.00378
H 1.79264 1.68082 -1.64063
H 0.73815 -1.58049 -0.98083
H -1.27864 -2.58759 -0.73373
H -3.35153 -1.34116 0.35144
H -3.20255 1.04624 0.55935
H -1.04819 2.10756 0.30897
```

# 11
Here is an isolated molecule of C6H12ClIN2 at a distorted geometry from the Open Molecules 2025 dataset. Energies are from ωB97M-V/def2-TZVPD.

Computed properties:
Relative energy (zero: lowest compared OMol25 entry of this formula, charge and spin), kJ/mol: 269.29
Kohn-Sham gap (alpha / beta), eV: 6.49 / 7.57
E_tot, eV: -30015.585
Net charge: 0
Multiplicity: 1

```
22
C6H12ClIN2, DFT ωB97M-V/def2-TZVPD
C -1.25612 -0.51384 -1.22468
C -1.42644 -0.23693 0.39261
C 0.73176 0.62799 1.13551
C -0.46551 1.28563 -2.38609
C 0.27035 -1.69747 1.43560
C 2.05902 0.62567 1.53945
N -0.13688 0.06463 -1.74964
N -0.17781 -0.36964 1.08364
Cl 0.09740 2.26588 0.72774
I 3.49558 -0.20578 -0.33813
H -1.26570 -1.58425 -1.26829
H -2.21518 -0.22652 -1.80104
H -1.95661 0.82222 0.44561
H -2.17387 -1.00588 0.78934
H 0.43506 1.83700 -2.75885
H -1.23333 1.12133 -3.21643
H -0.92378 1.79768 -1.47642
H 0.81351 -2.16262 0.55338
H 0.95075 -1.73539 2.35524
H -0.60101 -2.31686 1.86568
H 2.32019 0.00799 2.37876
H 2.65861 1.59916 1.51701
```

# 12
Here is an isolated molecule of C4H7NO2 at a distorted geometry from the Open Molecules 2025 dataset. Energies are from ωB97M-V/def2-TZVPD.

Computed properties:
Relative energy (zero: lowest compared OMol25 entry of this formula, charge and spin), kJ/mol: 197.56
Kohn-Sham gap, eV: 9.87
E_tot, eV: -9845.232
Structure (SMILES): O=C1CNC[C@@H]1O
Net charge: 0
Multiplicity: 1

```
14
C4H7NO2, DFT ωB97M-V/def2-TZVPD
O -1.01328 -1.17569 -1.54400
C -0.67794 -0.26669 -0.81259
C -0.01191 1.03579 -1.13324
N 1.07553 0.99137 -0.02421
C 0.81822 -0.08646 0.93786
C -0.64693 -0.43016 0.69074
O -1.06761 -1.70005 1.05369
H 0.10409 1.12553 -2.23505
H -0.65574 1.87822 -0.85410
H 2.08359 1.08535 -0.11768
H 1.06874 0.33794 1.91772
H 1.41082 -1.01330 0.82218
H -1.28341 0.36830 1.10035
H -1.20417 -2.15016 0.19832
```